Record 1
The following is a quantum chemistry calculation of a cluster of 2 separate species, C10H16 in total at a distorted geometry, from the Open Molecules 2025 dataset.

- Structure (SMILES): CCc1ccccc1.CC
- HOMO level: -8.933 eV
- Relative energy (zero: lowest compared OMol25 entry of this formula, charge and spin): 34.3 kcal per mole
- Net charge: 0

```
26
C10H16 | the Open Molecules 2025 dataset | wB97M-V/def2-TZVPD
C -1.454 0.321 -2.538
C -0.457 1.424 -2.521
C -1.370 -0.552 -1.239
C -2.143 -0.173 -0.102
C -0.331 -1.459 -0.981
C -2.087 -0.883 1.101
C -0.214 -2.139 0.222
C -1.162 -1.922 1.287
H -2.421 0.541 -2.633
H -1.223 -0.384 -3.285
H 0.542 1.096 -2.512
H -2.948 0.642 -0.156
H 0.372 -1.742 -1.634
H -2.742 -0.567 1.875
H 0.435 -2.976 0.320
H -1.171 -2.543 2.102
H -0.461 2.146 -1.704
H -0.476 1.928 -3.548
C 1.728 0.799 1.726
C 3.134 1.041 2.297
H 1.330 1.631 1.167
H 1.854 0.022 0.980
H 0.986 0.354 2.445
H 3.809 1.293 1.483
H 3.331 0.169 2.864
H 3.140 1.931 2.987
```

***

Record 2
The following is a quantum chemistry calculation of a cluster of 2 separate species, C10H16 in total at a distorted geometry, from the Open Molecules 2025 dataset.

- Structure (SMILES): CCc1ccccc1.CC
- HOMO level: -8.942 eV
- Relative energy (zero: lowest compared OMol25 entry of this formula, charge and spin): 45.8 kcal per mole
- Net charge: 0

```
26
C10H16 | the Open Molecules 2025 dataset | wB97M-V/def2-TZVPD
C -3.276 -1.613 1.720
C -2.838 -0.818 2.944
H -3.874 -2.539 1.863
H -3.840 -1.011 1.039
H -2.419 -1.952 1.231
H -2.167 -1.340 3.485
H -2.461 0.249 2.611
H -3.686 -0.547 3.452
C 0.559 -0.019 0.328
C 1.051 -1.527 0.667
C 1.185 0.674 -0.859
C 2.366 1.268 -0.715
C 0.402 0.662 -2.019
C 2.997 1.875 -1.783
C 0.921 1.400 -3.064
C 2.223 2.053 -2.962
H -0.453 0.177 0.202
H 0.616 0.486 1.307
H 0.768 -1.855 1.667
H 2.953 1.100 0.154
H -0.648 0.224 -2.012
H 3.924 2.447 -1.857
H 0.365 1.531 -3.949
H 2.424 2.719 -3.861
H 2.171 -1.465 0.608
H 0.737 -2.181 -0.196
```

***

Record 3
The following is a quantum chemistry calculation of a cluster of 2 separate species, C10H16 in total at a distorted geometry, from the Open Molecules 2025 dataset.

- 2S+1: 2
- HOMO level (spin up / spin down): -13.963 / -13.958 eV
- Relative energy (zero: lowest compared OMol25 entry of this formula, charge and spin): 10.2 kcal per mole
- Net charge: +1

```
26
C10H16 | the Open Molecules 2025 dataset | wB97M-V/def2-TZVPD
C -0.129 2.075 -0.061
C 0.822 2.868 -0.897
C -0.508 2.836 1.226
H -1.060 1.738 -0.537
H 0.287 1.109 0.259
H 1.686 3.141 -0.274
H -0.921 3.812 0.978
H 0.544 3.900 -1.144
H 1.152 2.349 -1.796
H -1.218 2.277 1.843
H 0.361 2.975 1.862
C -2.052 -1.804 0.847
C 0.691 -2.752 -1.563
C -0.551 -2.573 -0.977
C 1.774 -2.038 -1.055
C -0.712 -1.849 0.230
C 1.635 -1.298 0.183
C 0.449 -1.299 0.854
H 0.839 -3.423 -2.395
H -1.448 -2.933 -1.468
H 2.760 -2.115 -1.492
H 2.391 -0.649 0.604
H -2.260 -2.883 0.997
H -2.805 -1.368 0.194
H 0.343 -0.639 1.704
H -2.069 -1.456 1.878
```

***

Record 4
The following is a quantum chemistry calculation of a cluster of 2 separate species, C10H16 in total at a distorted geometry, from the Open Molecules 2025 dataset.

- 2S+1: 2
- HOMO level (spin up / spin down): -14.496 / -14.497 eV
- Relative energy (zero: lowest compared OMol25 entry of this formula, charge and spin): 6.1 kcal per mole
- Net charge: +1

```
26
C10H16 | the Open Molecules 2025 dataset | wB97M-V/def2-TZVPD
C 2.199 0.848 -2.689
C 2.994 -0.270 -2.031
H 2.457 1.816 -2.265
H 2.496 0.961 -3.732
H 1.112 0.754 -2.624
H 3.327 -1.020 -2.745
H 2.466 -0.776 -1.219
H 3.836 0.177 -1.507
C 0.055 -1.440 0.924
C 1.062 -0.799 1.979
C -1.090 -0.528 0.728
C -2.312 -0.823 1.428
C -1.000 0.742 0.072
C -3.392 0.009 1.339
C -2.025 1.634 0.126
C -3.272 1.257 0.711
H 0.574 -1.708 0.010
H -0.368 -2.326 1.386
H 0.608 0.060 2.458
H -2.431 -1.746 1.987
H -0.140 1.063 -0.499
H -4.330 -0.264 1.810
H -1.919 2.573 -0.397
H -4.151 1.874 0.588
H 1.970 -0.478 1.473
H 1.274 -1.592 2.688
```

***

Record 5
The following is a quantum chemistry calculation of a cluster of 2 separate species, C10H16 in total at a distorted geometry, from the Open Molecules 2025 dataset.

- 2S+1: 2
- HOMO level (spin up / spin down): -13.818 / -13.818 eV
- Relative energy (zero: lowest compared OMol25 entry of this formula, charge and spin): 6.9 kcal per mole
- Net charge: +1

```
26
C10H16 | the Open Molecules 2025 dataset | wB97M-V/def2-TZVPD
C 3.193 -0.518 0.800
C 1.537 1.923 -1.520
C 0.605 1.066 -2.156
C 2.408 1.467 -0.571
C 2.350 0.094 -0.235
C 0.664 -0.330 -1.985
C 1.562 -0.785 -1.072
H 1.508 2.986 -1.698
H -0.153 1.437 -2.832
H 3.071 2.173 -0.102
H 0.096 -1.027 -2.575
H 3.971 -1.132 0.354
H 2.571 -1.069 1.515
H 1.661 -1.853 -0.899
H 3.760 0.193 1.409
C -3.056 -0.256 1.446
C -1.751 0.511 1.251
C -3.136 -1.527 0.627
H -3.896 0.402 1.243
H -3.221 -0.517 2.490
H -0.836 0.298 1.795
H -1.424 0.391 0.218
H -3.103 -1.284 -0.437
H -4.087 -2.033 0.751
H -2.022 1.559 1.374
H -2.274 -2.170 0.811
```

***

Record 6
The following is a quantum chemistry calculation of a cluster of 2 separate species, C10H16BCl3N2O in total at a distorted geometry, from the Open Molecules 2025 dataset.

- HOMO level: -6.575 eV
- Relative energy (zero: lowest compared OMol25 entry of this formula, charge and spin): 46.3 kcal per mole
- Net charge: 0

```
33
C10H16BCl3N2O | the Open Molecules 2025 dataset | wB97M-V/def2-TZVPD
Cl -0.895 -0.311 3.733
B -1.839 -0.449 2.152
Cl -3.118 -1.815 2.219
Cl -2.682 1.164 1.679
O -0.845 -0.786 1.107
C -1.072 -1.021 -0.145
C -0.553 -2.223 -0.713
C -1.127 -2.713 -1.914
C -0.647 -3.888 -2.477
C 0.403 -4.588 -1.864
C 0.946 -4.128 -0.654
C 0.474 -2.965 -0.065
H -1.817 -0.430 -0.698
H -1.946 -2.143 -2.351
H -1.094 -4.265 -3.397
H 0.797 -5.490 -2.327
H 1.742 -4.687 -0.162
H 0.861 -2.603 0.892
C -0.192 2.170 -0.432
N 0.766 2.008 -1.496
C 1.972 1.252 -1.294
N 0.289 2.136 -2.752
C 1.203 2.422 -3.852
H 0.355 2.297 0.515
H -0.832 3.043 -0.636
H -0.848 1.295 -0.324
H 2.289 1.419 -0.253
H 1.821 0.167 -1.448
H 2.764 1.602 -1.969
H -0.584 2.661 -2.763
H 0.812 1.932 -4.746
H 1.255 3.502 -4.045
H 2.204 2.039 -3.642
```

***

Record 7
The following is a quantum chemistry calculation of a structure of composition C10H16Br2Cl3IInNO2Si, from the Open Molecules 2025 dataset.

- HOMO level: -14.472 eV
- Relative energy (zero: lowest compared OMol25 entry of this formula, charge and spin): 41.9 kcal per mole
- Net charge: +2

```
37
C10H16Br2Cl3IInNO2Si | the Open Molecules 2025 dataset | wB97M-V/def2-TZVPD
In 1.034 -0.297 0.257
C -0.809 0.021 3.419
O -0.581 0.590 2.130
C -1.772 1.002 1.462
C -2.393 -0.146 0.716
O -1.486 -0.515 -0.326
C -2.050 -1.455 -1.249
H -1.306 0.745 4.065
H 0.163 -0.224 3.840
H -1.419 -0.884 3.360
H -1.471 1.771 0.750
H -2.486 1.438 2.163
H -3.350 0.169 0.291
H -2.567 -1.009 1.365
H -2.891 -1.004 -1.779
H -2.396 -2.348 -0.726
H -1.275 -1.723 -1.963
Br 1.467 -3.109 -1.901
C 0.548 -4.420 -0.824
Br 0.064 -3.734 0.917
H 1.209 -5.263 -0.680
H -0.362 -4.701 -1.334
I 3.547 2.065 -0.199
C 1.846 2.452 -1.371
C 1.856 3.546 -2.214
C 0.730 3.774 -2.990
C -0.349 2.910 -2.895
C -0.271 1.847 -2.021
N 0.814 1.612 -1.256
H 2.719 4.194 -2.263
H 0.700 4.620 -3.665
H -1.240 3.057 -3.488
H -1.088 1.151 -1.905
Cl 2.786 -3.021 3.437
Si 3.615 -1.513 2.523
Cl 3.753 0.221 3.418
Cl 4.712 -1.821 0.933
```

***

Record 8
The following is a quantum chemistry calculation of a structure of composition C10H16BrClILuNOP at a distorted geometry, from the Open Molecules 2025 dataset.

- HOMO level: -15.235 eV
- Relative energy (zero: lowest compared OMol25 entry of this formula, charge and spin): 0.0 kcal per mole
- Net charge: +2

```
33
C10H16BrClILuNOP | the Open Molecules 2025 dataset | wB97M-V/def2-TZVPD
C 2.549 -0.985 -0.261
I 2.857 1.879 0.038
H 1.814 -0.471 -0.904
H 2.042 -1.477 0.579
H 3.027 -1.785 -0.868
Lu -2.052 0.857 0.449
P -0.863 0.613 -2.094
C 0.749 0.931 -2.934
C -1.372 -0.832 -3.108
H -2.893 1.809 -2.735
H -1.744 1.647 -4.098
H -1.455 2.871 -2.809
C -1.838 1.865 -3.023
H -2.294 -1.238 -2.681
H -1.544 -0.510 -4.145
H 0.609 0.991 -4.020
H 1.480 0.142 -2.748
H -0.588 -1.601 -3.086
H 1.184 1.870 -2.581
C 3.633 -0.101 0.202
O 4.759 -0.273 0.592
Cl -3.319 -1.119 0.129
Br -1.703 -2.977 5.019
C -0.956 -1.465 4.082
C 0.090 -0.742 4.632
C 0.589 0.366 3.943
C -0.005 0.762 2.757
N -1.062 0.062 2.239
C -1.546 -1.058 2.888
H 0.499 -1.041 5.589
H 1.426 0.936 4.327
H 0.322 1.636 2.189
H -2.397 -1.563 2.441
```

***

Record 9
The following is a quantum chemistry calculation of a structure of composition C10H16Cl3IIrO at a distorted geometry, from the Open Molecules 2025 dataset.

- 2S+1: 6
- HOMO level (spin up / spin down): 0.452 / -0.911 eV
- Net charge: -2

```
32
C10H16Cl3IIrO | the Open Molecules 2025 dataset | wB97M-V/def2-TZVPD
C -0.508 0.934 -0.714
C -1.345 -0.243 -0.541
C -0.558 -1.346 -0.282
C -2.835 -0.196 -0.683
C 0.831 -0.933 -0.270
C 0.912 0.542 -0.582
C 2.075 1.297 -1.038
C -0.966 2.268 -1.115
C -1.045 -2.696 0.049
C 2.013 -1.806 -0.200
Ir 0.649 0.456 1.314
Cl -3.082 -1.062 2.260
Cl -0.735 1.911 2.244
Cl 0.305 -1.452 2.686
H -3.236 0.786 -0.369
H -3.293 -0.939 -0.010
H -3.100 -0.377 -1.742
H -1.844 -2.610 0.816
H -0.234 -3.330 0.422
H -1.458 -3.149 -0.859
H 1.848 -2.657 0.485
H 2.892 -1.241 0.169
H 2.276 -2.217 -1.192
H 2.964 0.688 -0.848
H 2.081 2.190 -0.386
H 1.957 1.555 -2.105
H -1.934 2.530 -0.688
H -1.058 2.315 -2.203
H -0.229 3.010 -0.819
O 1.637 2.159 1.452
H 2.362 2.944 1.501
I 2.658 0.670 3.247
```

***

Among the records above, which one has the lowest net charge? C10H16Cl3IIrO